{
  "formula": "H44NaO22",
  "method": "ωB97M-V/def2-TZVPD",
  "elements": ["Na", "O", "H", "H", "O", "H", "H", "O", "H", "H", "O", "H", "H", "O", "H", "H", "O", "H", "H", "O", "H", "H", "O", "H", "H", "O", "H", "H", "O", "H", "H", "O", "H", "H", "O", "H", "H", "O", "H", "H", "O", "H", "H", "O", "H", "H", "O", "H", "H", "O", "H", "H", "O", "H", "H", "O", "H", "H", "O", "H", "H", "O", "H", "H", "O", "H", "H"],
  "xyz": [[0.041447, -0.322424, 0.358947], [1.741257, -1.116434, 4.210207], [1.842137, -0.893934, 5.135697], [2.630487, -1.305264, 3.910457], [1.884257, -5.018814, 0.131997], [2.725407, -5.472824, 0.081317], [2.021717, -4.204184, -0.351463], [-2.562763, 1.514106, -2.851093], [-3.350943, 1.444946, -2.312373], [-2.730103, 2.260516, -3.426503], [2.411317, -2.732674, -2.164433], [1.887587, -1.931844, -2.189083], [2.854437, -2.755824, -3.012583], [-0.190293, 0.570846, 2.880187], [0.724797, 0.808236, 3.030127], [-0.260133, -0.328994, 3.198997], [-2.109963, -0.640134, -0.579443], [-2.687483, -1.343934, -0.875043], [-2.237813, 0.060006, -1.219503], [4.460397, -0.184744, -0.321273], [4.408207, -1.140494, -0.314253], [5.366627, 0.007886, -0.080693], [2.370207, 2.213646, -3.210243], [2.170887, 2.785086, -2.468643], [1.757777, 2.485276, -3.893893], [0.526377, -1.441514, -4.811223], [0.141397, -0.565564, -4.784143], [0.314507, -1.823224, -3.959373], [-4.571293, 1.204106, 0.438617], [-4.200073, 0.322676, 0.399887], [-3.931123, 1.712456, 0.936597], [3.025417, 3.197346, 1.878277], [3.953297, 2.963096, 1.858387], [2.919957, 3.821236, 1.160027], [-2.296873, 1.911346, 1.847547], [-1.688943, 2.390526, 1.284487], [-1.733973, 1.385816, 2.416037], [0.747457, -2.103064, 1.672877], [0.735707, -3.050174, 1.534777], [0.937257, -1.998824, 2.605257], [0.006417, 3.770736, 2.290477], [0.235967, 3.437986, 3.158127], [0.809247, 4.182886, 1.971377], [-2.742233, -3.635554, 2.271067], [-1.924533, -3.999254, 2.610657], [-2.813323, -2.776044, 2.686317], [0.822297, 4.175106, -1.578513], [0.077877, 4.766546, -1.689283], [1.590737, 4.725926, -1.727953], [2.291347, 0.732456, 0.784057], [3.078527, 0.412396, 0.343447], [2.559007, 1.560946, 1.181797], [0.857127, 0.098416, -2.263893], [1.536097, 0.753126, -2.426913], [0.097017, 0.414146, -2.752553], [-2.319663, -1.625844, -3.585033], [-2.433113, -1.989494, -4.463163], [-2.943933, -0.901464, -3.542763], [-2.178543, -1.311164, 3.726297], [-1.903383, -1.322404, 4.643027], [-2.967303, -0.768904, 3.719117], [-0.672933, 2.164116, -0.606903], [-1.167423, 2.203496, -1.425533], [-0.015963, 2.855296, -0.689873], [-3.153363, -3.414354, -0.596463], [-2.759233, -3.386444, 0.275387], [-4.015263, -3.806934, -0.457743]],
  "atomic_forces_ev_per_a": [[0.05, 0.51, -0.17], [-0.15, 0.00, -0.15], [-0.09, 0.00, 0.35], [0.34, -0.05, -0.16], [-0.28, 0.08, 0.45], [0.17, -0.18, 0.00], [0.08, 0.27, -0.55], [0.46, -0.19, 0.05], [-0.58, 0.14, 0.39], [-0.10, 0.20, -0.28], [0.14, -0.26, 0.51], [-0.28, 0.53, -0.09], [0.09, -0.07, -0.28], [0.07, 0.09, -0.23], [0.35, 0.08, -0.05], [-0.26, -0.26, 0.19], [0.26, 0.39, 0.35], [-0.17, -1.01, -0.14], [0.16, 0.23, -0.10], [0.32, -0.03, -0.21], [-0.14, -0.45, -0.18], [0.29, 0.14, 0.02], [0.38, -0.25, 0.07], [-0.18, 0.17, 0.16], [-0.11, 0.13, -0.30], [0.32, -0.17, -0.47], [-0.12, 0.06, -0.01], [-0.23, -0.09, 0.25], [-0.79, -0.03, -0.78], [0.23, -0.16, 0.11], [0.58, 0.06, 0.46], [-0.17, -0.09, 0.16], [0.44, 0.08, 0.16], [0.03, 0.24, -0.25], [-0.87, 0.17, 0.04], [0.34, 0.17, -0.23], [0.31, -0.07, 0.16], [-0.12, 0.06, -0.30], [0.02, -0.47, -0.26], [0.16, 0.14, 0.44], [-0.17, 0.03, -0.36], [-0.02, -0.07, 0.27], [0.15, 0.10, 0.09], [-0.19, -0.41, -0.58], [0.15, -0.15, 0.10], [0.16, 0.33, 0.33], [0.33, 0.05, -0.04], [-0.35, 0.25, -0.03], [0.26, 0.33, -0.01], [-1.24, -0.19, 0.28], [0.56, -0.33, -0.31], [-0.22, 0.50, 0.24], [-0.33, -0.95, 0.64], [0.55, 0.42, -0.24], [-0.34, -0.05, 0.01], [0.21, 0.08, 0.26], [0.03, -0.22, -0.26], [-0.16, 0.25, -0.05], [0.22, -0.06, -0.14], [-0.02, -0.13, 0.37], [-0.31, 0.38, -0.06], [-0.21, -0.36, 0.55], [-0.38, -0.16, -0.35], [0.37, 0.07, 0.11], [0.06, 0.50, -0.68], [0.08, -0.23, 0.72], [-0.19, -0.13, 0.04]],
  "gap_ev": 9.685,
  "e_above_lowest_kcal_mol": 0.00,
  "homo_ev": -12.64,
  "lumo_energy_ev": -3.0,
  "total_energy_ev": -50174.729,
  "total_charge": 1
}